No. 1
A cluster of 2 separate species, C4H8O4 in total in a non-equilibrium geometry, computed with ωB97M-V with the def2-TZVPD basis set.

Positions of all 16 atoms, in Å:
O (0.14864, 0.36035, -2.56401)
C (0.31068, 0.70786, -1.34153)
O (-0.12477, 1.75772, -0.79959)
C (0.82179, -0.39840, -0.46308)
C (-0.39664, -0.91936, 0.49614)
C (0.29253, -2.25548, 1.09247)
O (-0.63631, -2.99557, 1.72171)
H (1.71050, -0.30127, 0.27230)
H (1.41631, -1.10505, -1.04499)
H (-1.25887, -1.06137, -0.09164)
H (-0.56348, -0.32241, 1.38847)
H (0.91261, -2.72667, 0.34427)
H (1.06564, -1.88589, 1.82047)
H (-1.06981, 3.07297, -0.77897)
H (-1.33762, 4.02088, 0.48991)
O (-1.29120, 4.05168, -0.54192)

Results
net charge = -2
E_HOMO = 0.79 eV
LUMO level = 6.24 eV
molecular weight = 120.1 Da
energy relative to the best compared isomer or geometry (same formula, charge and spin) = 1.476 eV


No. 2
An isolated molecule of C3H6N2O in a non-equilibrium geometry, computed with ωB97M-V with the def2-TZVPD basis set.

Positions of all 12 atoms, in Å:
H (1.69581, 0.37636, -1.83902)
N (1.37844, -0.56352, -1.48869)
C (0.40709, -0.45143, -0.67138)
N (-0.19116, -1.63352, -0.07541)
C (-0.05725, 0.82659, -0.13295)
C (-0.27450, 0.87434, 1.35389)
O (-1.36306, 0.84008, 0.35301)
H (-1.20569, -1.47807, 0.00021)
H (-0.00958, -2.38810, -0.74137)
H (0.20619, 1.79910, -0.54283)
H (-0.38840, 1.81395, 1.89680)
H (-0.19788, -0.01577, 1.88774)

Results
E_HOMO = -9.79 eV
LUMO level = 1.03 eV
SMILES string = [H]/N=C(/N)[C@@H]1CO1
molecular weight = 86.1 Da
energy relative to the best compared isomer or geometry (same formula, charge and spin) = 2.321 eV


No. 3
A structure of composition C7H23NO3PZr in a non-equilibrium geometry, computed with ωB97M-V with the def2-TZVPD basis set.

Positions of all 36 atoms, in Å:
C (-4.16388, 3.52062, -2.82173)
Zr (-1.08115, 0.91005, -1.76705)
N (-2.66221, -0.76195, -1.47169)
H (-2.15605, 1.17117, -0.43540)
H (-4.35417, 3.84589, -3.86051)
H (-4.14125, 4.34408, -2.07840)
H (-3.14460, 2.94905, -2.84979)
H (-4.85791, 2.70026, -2.56273)
H (-2.53638, -1.10304, -0.51304)
H (-2.51693, -1.51128, -2.15682)
H (-3.59992, -0.31854, -1.55322)
C (2.78326, -2.49300, -1.92577)
C (1.78856, -2.01309, -0.88778)
O (1.95219, -0.60104, -0.81362)
P (0.71799, 0.34550, -0.28193)
O (1.51617, 1.45529, 0.63037)
C (2.85016, 1.27237, 1.15559)
C (2.80455, 0.54108, 2.47891)
O (0.09228, -0.72504, 0.86088)
C (-0.75083, -0.10488, 1.95458)
C (-0.88253, -1.23917, 2.94413)
H (2.41480, -2.37195, -2.95646)
H (2.92190, -3.55319, -1.76789)
H (3.78357, -2.01534, -1.85813)
H (0.76923, -2.32795, -1.18899)
H (2.02379, -2.46213, 0.09702)
H (3.49333, 0.75889, 0.43425)
H (3.24286, 2.28149, 1.22763)
H (2.39536, -0.46814, 2.37740)
H (3.81257, 0.44648, 2.88308)
H (2.19905, 1.10730, 3.22577)
H (-0.24894, 0.80512, 2.35678)
H (-1.71965, 0.20947, 1.52185)
H (0.10571, -1.58209, 3.28313)
H (-1.46486, -0.89743, 3.81234)
H (-1.38606, -2.11486, 2.50726)

Results
net charge = +1
E_HOMO (spin up / spin down) = -10.07 / -10.05 eV
LUMO level (spin up / spin down) = -4.16 / -4.19 eV
molecular weight = 291.5 Da
energy relative to the best compared isomer or geometry (same formula, charge and spin) = 0.012 eV


No. 4
A cluster of 2 separate species, C4H12 in total in a non-equilibrium geometry, computed with ωB97M-V with the def2-TZVPD basis set.

Positions of all 16 atoms, in Å:
C (1.24601, -2.10875, 0.96307)
C (1.39912, -1.18547, -0.26058)
H (1.91472, -1.77222, 1.75040)
H (0.23188, -2.09602, 1.37871)
H (1.53294, -3.13141, 0.71451)
H (1.02008, -0.19506, -0.04083)
H (0.91973, -1.58319, -1.14732)
H (2.47651, -1.07277, -0.45604)
C (-1.81607, 1.19835, 0.01763)
C (-0.83453, 2.09096, -0.72474)
H (-1.37799, 0.43988, 0.66851)
H (-2.54646, 1.74512, 0.62460)
H (-2.45817, 0.65952, -0.68994)
H (-1.29007, 3.06167, -0.93666)
H (-0.51302, 1.65083, -1.67665)
H (0.09534, 2.29856, -0.18467)

Results
net charge = -1
E_HOMO (spin up / spin down) = 1.58 / -7.87 eV
<S²> = 0.750
2S+1 = 2
LUMO level (spin up / spin down) = 4.34 / 4.51 eV
molecular weight = 60.1 Da
energy relative to the best compared isomer or geometry (same formula, charge and spin) = 0.161 eV


No. 5
A structure of composition C25H42Cl2IrO2P2 in a non-equilibrium geometry, computed with ωB97M-V with the def2-TZVPD basis set.

Positions of all 74 atoms, in Å:
Ir (-0.82642, 2.60003, -2.42048)
C (-0.34198, 1.10974, 1.30014)
C (-1.52752, 0.96985, 0.59769)
C (-0.18876, -1.00251, 0.41154)
C (0.45379, -0.07647, 1.20009)
C (-1.41191, -0.36846, -0.24660)
C (0.08655, 2.29746, 2.11069)
H (-0.59871, 3.15275, 1.96181)
H (1.09424, 2.69080, 1.83701)
H (0.10934, 2.02963, 3.18869)
C (1.66182, -0.31747, 2.01401)
H (2.01958, 0.62365, 2.42931)
H (2.44092, -0.75551, 1.38775)
H (1.43043, -1.00005, 2.83847)
C (-0.00864, -2.44784, 0.59312)
H (0.11268, -2.64504, 1.67265)
H (0.89799, -2.79564, 0.08175)
H (-0.87598, -3.02339, 0.25388)
C (-2.70531, -1.17883, -0.15476)
H (-2.73872, -1.50664, 0.88816)
H (-2.77019, -2.05257, -0.84625)
H (-3.55375, -0.50520, -0.37029)
C (-2.80091, 1.59248, 1.07818)
H (-3.21254, 1.21799, 2.04359)
H (-3.58557, 1.50569, 0.33367)
H (-2.68274, 2.65898, 1.24915)
C (1.04247, 3.77732, -4.00589)
C (0.72052, 4.86022, -3.04894)
C (-0.57974, 5.60308, -3.24139)
C (-1.90248, 4.84529, -3.81115)
C (-2.07370, 3.33972, -3.71384)
C (-1.45529, 2.37578, -4.61727)
C (-0.63510, 2.87651, -5.75160)
C (0.50565, 3.83696, -5.39342)
H (-0.45148, 6.41254, -3.96695)
H (-2.01451, 5.09920, -4.88916)
H (-0.88091, 6.16761, -2.35127)
H (0.22647, 4.85688, -5.69718)
H (2.09584, 3.43454, -3.96197)
H (1.55433, 5.49508, -2.73261)
H (1.36827, 3.59928, -6.03085)
H (-0.21689, 1.99874, -6.24886)
H (-1.94287, 1.39663, -4.78697)
H (-1.27440, 3.35106, -6.51772)
H (-2.74776, 5.28248, -3.22801)
H (-3.01205, 2.98583, -3.31128)
P (0.87066, 3.67482, -1.66172)
C (2.36534, 2.95549, -1.17449)
C (-0.58989, 4.16274, -0.64565)
P (-1.24376, -0.38034, -2.12722)
C (-0.05852, 0.83418, -2.73938)
C (-2.87235, -0.00729, -2.73502)
C (-0.58917, -1.70804, -3.18864)
H (2.65255, 2.04638, -1.69999)
H (2.34956, 2.67924, -0.12163)
H (3.11705, 3.73888, -1.36125)
H (-1.22293, 5.03802, -0.86562)
H (0.24831, 4.49417, 0.03259)
H (-1.18464, 3.45957, -0.02339)
H (-0.83729, -1.39484, -4.21603)
H (-1.01034, -2.69261, -2.95949)
H (0.50488, -1.72452, -3.09254)
H (0.84672, 0.73238, -2.13090)
H (-0.02094, 0.60591, -3.84327)
H (-3.47219, -0.90675, -2.62143)
H (-2.79252, 0.19175, -3.79484)
H (-3.31857, 0.84167, -2.22320)
Cl (4.31017, -2.46552, -0.11859)
C (3.65547, -2.23277, -1.73475)
Cl (2.43258, -3.49401, -2.08998)
C (3.02503, -0.83626, -1.81790)
O (3.59985, -0.04517, -2.59958)
O (2.01730, -0.65019, -1.09416)
H (4.45899, -2.32405, -2.46660)

Results
net charge = +2
E_HOMO (spin up / spin down) = -10.79 / -14.35 eV
<S²> = 8.783
2S+1 = 6
LUMO level (spin up / spin down) = -5.85 / -9.78 eV
molecular weight = 699.7 Da
energy relative to the best compared isomer or geometry (same formula, charge and spin) = 6.127 eV


No. 6
A structure of composition C8H16O5Pd in a non-equilibrium geometry, computed with ωB97M-V with the def2-TZVPD basis set.

Positions of all 30 atoms, in Å:
O (-0.81033, 1.33777, 0.60877)
C (-1.94435, 0.66835, 0.92077)
C (-2.79317, 0.30772, -0.25315)
O (-1.95284, 0.05234, -1.37526)
C (-2.61457, -0.59211, -2.47011)
Pd (-0.29573, 0.90833, -1.13113)
H (-2.49104, 1.06422, 1.78535)
H (-1.13114, -0.35060, 1.46012)
H (-3.50612, 1.11229, -0.49075)
H (-3.36659, -0.59793, -0.00467)
H (-1.99264, -0.45722, -3.36007)
H (-2.72642, -1.66053, -2.24643)
H (-3.59923, -0.13349, -2.62070)
O (3.70732, -1.29158, -3.01505)
C (2.65057, -1.11785, -2.46662)
C (2.47247, -0.05163, -1.40245)
O (1.16117, -0.07989, -0.83780)
C (1.05998, -0.65930, 0.47803)
C (0.43452, 0.35740, 1.42056)
O (0.58611, -0.08271, 2.70230)
C (1.36741, 0.68725, 3.59225)
H (1.72988, -1.66969, -2.76360)
H (3.23632, -0.15773, -0.61953)
H (2.62356, 0.92997, -1.87138)
H (2.05205, -0.95450, 0.83655)
H (0.40965, -1.53860, 0.39267)
H (0.96097, 1.31159, 1.23925)
H (0.82007, 0.84182, 4.53502)
H (2.30085, 0.13199, 3.73205)
H (1.65124, 1.68427, 3.22500)

Results
net charge = +2
E_HOMO (spin up / spin down) = -16.88 / -16.89 eV
<S²> = 2.004
2S+1 = 3
LUMO level (spin up / spin down) = -8.41 / -10.30 eV
molecular weight = 298.6 Da


No. 7
An isolated molecule of C4H6N2O, computed with ωB97M-V with the def2-TZVPD basis set.

Positions of all 13 atoms, in Å:
N (-1.92015, 0.46735, -0.32532)
C (-0.60510, 0.02901, -0.18617)
C (-0.43980, -1.41566, -0.48551)
N (0.58922, -2.08305, -0.15664)
C (1.82600, 0.67345, 0.18563)
O (2.26062, 1.56056, 1.08965)
C (0.39558, 0.89763, 0.10613)
H (-2.63332, -0.15712, 0.02894)
H (-2.07359, 1.41464, -0.00724)
H (-1.29035, -1.84753, -1.03672)
H (0.51418, -3.03343, -0.52771)
H (3.22579, 1.53863, 1.09233)
H (0.15092, 1.95551, 0.22263)

Results
E_HOMO (spin up / spin down) = -7.76 / -7.76 eV
LUMO level (spin up / spin down) = 0.13 / 0.13 eV
molecular weight = 98.1 Da
energy relative to the best compared isomer or geometry (same formula, charge and spin) = 3.997 eV


No. 8
A structure of composition C21H29CaN3O9PS2 in a non-equilibrium geometry, computed with ωB97M-V with the def2-TZVPD basis set.

Positions of all 66 atoms, in Å:
Ca (0.48770, -0.24318, -0.31482)
O (1.67082, 3.54493, -1.70222)
C (0.84079, 2.58994, -1.32151)
O (0.99639, 1.93184, -0.31316)
C (-0.35042, 2.43705, -2.24105)
O (-0.95865, 1.16612, -2.09319)
C (-0.87170, 0.35671, -3.29524)
C (0.49488, -0.30410, -3.45307)
O (0.98984, -0.42355, -4.55139)
O (1.00349, -0.66467, -2.30857)
H (2.37606, 3.60386, -1.03692)
H (-0.05246, 2.63749, -3.26989)
H (-1.05810, 3.21182, -1.93242)
H (-1.12289, 0.96096, -4.16471)
H (-1.62929, -0.41827, -3.17725)
C (-0.25822, -1.19708, 3.24297)
C (1.14361, -0.70441, 3.05143)
N (1.63846, -0.32471, 1.89903)
C (2.96118, 0.08011, 2.04713)
C (3.42794, 0.02442, 3.31644)
S (2.22582, -0.58833, 4.35321)
C (3.76151, 0.45406, 0.85813)
C (5.01869, 0.95373, 0.89502)
S (5.60808, 1.13191, -0.69084)
C (4.12741, 0.56259, -1.32554)
N (3.24406, 0.24860, -0.41240)
C (3.90482, 0.48492, -2.80743)
H (-0.66487, -1.56822, 2.30116)
H (-0.90428, -0.39488, 3.60050)
H (-0.29333, -2.00822, 3.96924)
H (4.41731, 0.26069, 3.67440)
H (5.61972, 1.19371, 1.75745)
H (4.81667, 0.17984, -3.31964)
H (3.61783, 1.46127, -3.20470)
H (3.10966, -0.21802, -3.03624)
O (1.65868, -2.37022, -0.27225)
C (0.89668, -3.56984, -0.25160)
C (-0.57093, -3.38376, -0.59642)
C (-1.31971, -4.48498, -0.98630)
C (-2.66054, -4.32279, -1.27565)
C (-3.22026, -3.05751, -1.17631)
C (-2.41040, -2.01329, -0.78622)
N (-1.10679, -2.16020, -0.49007)
H (1.81040, -2.09401, -1.19728)
H (0.97619, -3.95984, 0.76390)
H (1.33672, -4.31551, -0.91411)
H (-0.84519, -5.45448, -1.07206)
H (-3.26269, -5.16715, -1.58681)
H (-4.26097, -2.87404, -1.40337)
H (-2.80876, -1.00580, -0.70855)
C (-3.42093, 0.10728, 2.89615)
O (-2.64269, 1.27179, 2.57626)
P (-1.96008, 1.31038, 1.11480)
O (-1.54691, 2.86984, 1.08512)
C (-0.66368, 3.33036, 2.12635)
O (-3.20505, 1.31369, 0.11228)
C (-4.27624, 2.27871, 0.22631)
H (-4.47712, 0.34146, 2.77690)
H (-3.22244, -0.16432, 3.92920)
H (-3.17601, -0.73991, 2.24886)
H (-0.32423, 4.32111, 1.84148)
H (0.19719, 2.66514, 2.22432)
H (-1.20379, 3.37903, 3.06975)
H (-5.20838, 1.74876, 0.05218)
H (-4.13295, 3.04247, -0.53335)
H (-4.28762, 2.73868, 1.21260)

Results
net charge = +1
E_HOMO = -11.05 eV
LUMO level = -2.01 eV
molecular weight = 602.7 Da
energy relative to the best compared isomer or geometry (same formula, charge and spin) = 0.000 eV


No. 9
An isolated molecule of C3H9N3O2 in a non-equilibrium geometry, computed with ωB97M-V with the def2-TZVPD basis set.

Positions of all 17 atoms, in Å:
C (0.28299, -0.48580, -1.43283)
C (0.57114, -1.33328, 1.40218)
N (-0.52990, 0.17872, -0.37702)
N (-1.75679, 0.50758, -0.90434)
N (-0.63291, -0.66839, 0.92595)
C (-0.08878, 1.62032, 0.04350)
O (1.14596, 1.83278, -0.44227)
O (-0.66203, 2.35180, 0.78989)
H (1.42254, 2.71287, -0.13874)
H (-2.31858, 0.93498, -0.16899)
H (-1.43180, -1.25462, 0.69493)
H (0.32490, 0.16599, -2.30001)
H (-0.27183, -1.37928, -1.70613)
H (1.28945, -0.68031, -1.07569)
H (0.37000, -1.65932, 2.42612)
H (1.41139, -0.63772, 1.45154)
H (0.87424, -2.20633, 0.81192)

Results
E_HOMO = -7.63 eV
LUMO level = 0.49 eV
molecular weight = 119.1 Da
energy relative to the best compared isomer or geometry (same formula, charge and spin) = 5.765 eV


No. 10
A cluster of 2 separate species, C3H2N4 in total in a non-equilibrium geometry, computed with ωB97M-V with the def2-TZVPD basis set.

Positions of all 9 atoms, in Å:
N (0.72778, -1.50594, -1.81176)
C (0.05420, -0.84812, -1.13933)
N (-0.43552, 0.00046, -0.32466)
C (-1.42806, 0.44580, 0.22979)
N (-2.25705, 0.88160, 0.95507)
H (-3.14525, 1.09367, 1.33795)
C (2.20005, -0.02040, 0.18904)
N (1.79052, 0.74977, 0.95407)
H (2.49332, -0.79685, -0.39015)

Results
E_HOMO = -10.30 eV
LUMO level = 0.54 eV
SMILES string = N#CN=C=N.C#N
molecular weight = 94.1 Da
energy relative to the best compared isomer or geometry (same formula, charge and spin) = 2.063 eV


No. 11
A structure of composition C8H18AuNO3SSe2, computed with ωB97M-V with the def2-TZVPD basis set.

Positions of all 34 atoms, in Å:
Au (-0.20109, -0.21648, 0.06967)
C (-1.81576, -2.15246, 2.39924)
Se (-0.31683, -2.36867, 1.17475)
C (-1.20322, -3.44132, -0.21105)
C (-2.21395, -2.67590, -1.04111)
Se (-1.31007, -1.25594, -2.04548)
C (-2.78344, -0.02981, -2.32713)
H (-2.04724, -3.14125, 2.78835)
H (-2.67347, -1.71247, 1.90177)
H (-1.47212, -1.51242, 3.20716)
H (-1.67575, -4.26826, 0.31793)
H (-0.39794, -3.84852, -0.81750)
H (-2.99839, -2.22120, -0.44032)
H (-2.67691, -3.33107, -1.78008)
H (-3.28459, 0.17838, -1.38627)
H (-3.46075, -0.49794, -3.03946)
H (-2.35287, 0.87429, -2.74872)
O (-0.24890, 1.69225, -0.76415)
S (0.57513, 2.98276, -0.48788)
C (2.32434, 2.57556, -0.73978)
C (2.88274, 2.14157, 0.60894)
C (2.24923, 3.08937, 1.62229)
C (0.75267, 3.08231, 1.32162)
H (2.78582, 3.49931, -1.09520)
H (2.36974, 1.84434, -1.54441)
H (3.96972, 2.20271, 0.61092)
H (2.61469, 1.10164, 0.82485)
H (2.65645, 4.09469, 1.49954)
H (2.42960, 2.79325, 2.65460)
H (0.19836, 3.94301, 1.68931)
H (0.27158, 2.17020, 1.68840)
O (2.56637, -0.80760, -1.07821)
N (2.63182, -1.94489, -1.41468)
O (1.85505, -2.83944, -1.41788)

Results
net charge = +2
E_HOMO (spin up / spin down) = -15.94 / -16.58 eV
<S²> = 2.012
2S+1 = 3
LUMO level (spin up / spin down) = -6.32 / -9.82 eV
molecular weight = 563.2 Da


No. 12
An isolated molecule of C5H13NO2 in a non-equilibrium geometry, computed with ωB97M-V with the def2-TZVPD basis set.

Positions of all 21 atoms, in Å:
C (-0.72980, -1.74466, 0.29371)
N (-0.43988, -0.35753, 0.60723)
C (-1.78266, 0.64620, 0.49160)
O (-2.65124, 0.31142, -0.51661)
C (0.62344, 0.25934, -0.13274)
C (1.67030, -0.69460, -0.71108)
C (1.31354, 1.30135, 0.75171)
O (-0.00232, 0.92070, -1.30627)
H (-1.00502, -1.90991, -0.75763)
H (-1.59077, -2.04984, 0.89107)
H (0.12158, -2.39406, 0.50381)
H (-2.17309, 0.41993, 1.48095)
H (-1.58185, 1.72023, 0.47660)
H (-2.14064, -0.20645, -1.15999)
H (2.44735, -0.11408, -1.20511)
H (2.12415, -1.28350, 0.08230)
H (1.22181, -1.35930, -1.44381)
H (0.60240, 2.01786, 1.15856)
H (2.07255, 1.83984, 0.18527)
H (1.78352, 0.79846, 1.59358)
H (0.11665, 1.87861, -1.28315)

Results
E_HOMO = -8.75 eV
LUMO level = 0.82 eV
SMILES string = CN(CO)C(C)(C)O
molecular weight = 119.2 Da
energy relative to the best compared isomer or geometry (same formula, charge and spin) = 2.273 eV